# 1
{
  "formula": "C18H64N10O14",
  "method": "wB97M-V/def2-TZVPD",
  "de_lowest_ev": 1.168,
  "fmax_ev_per_a": 9.6,
  "multiplicity": 1,
  "total_charge": 0,
  "orbital_gap_ev": 8.10,
  "homo_energy_ha": -0.30798,
  "total_energy_ha": -2324.9562,
  "species": ["C", "C", "O", "H", "H", "H", "H", "H", "H", "C", "C", "O", "H", "H", "H", "H", "H", "H", "C", "C", "O", "H", "H", "H", "H", "H", "H", "C", "C", "O", "H", "H", "H", "H", "H", "H", "C", "O", "N", "N", "H", "H", "H", "H", "C", "O", "N", "N", "H", "H", "H", "H", "C", "O", "N", "N", "H", "H", "H", "H", "C", "O", "N", "N", "H", "H", "H", "H", "C", "O", "N", "N", "H", "H", "H", "H", "C", "O", "H", "H", "H", "H", "C", "O", "H", "H", "H", "H", "C", "O", "H", "H", "H", "H", "C", "O", "H", "H", "H", "H", "C", "O", "H", "H", "H", "H"],
  "coordinates": [[-6.758000, -7.705000, 2.549000], [-5.303000, -7.702000, 2.078000], [-4.380000, -7.482000, 3.159000], [-7.362000, -7.819000, 1.699000], [-7.101000, -6.730000, 2.871000], [-6.822000, -8.531000, 3.312000], [-5.085000, -7.021000, 1.307000], [-5.166000, -8.747000, 1.684000], [-3.553000, -7.556000, 2.723000], [-6.500000, -9.409000, -1.355000], [-6.927000, -8.235000, -2.132000], [-7.758000, -7.485000, -1.307000], [-5.674000, -9.100000, -0.711000], [-5.989000, -9.992000, -2.066000], [-7.361000, -9.932000, -0.816000], [-7.465000, -8.761000, -2.944000], [-6.132000, -7.641000, -2.561000], [-8.025000, -6.731000, -1.808000], [-5.111000, -12.484000, 5.616000], [-5.913000, -11.206000, 5.312000], [-5.342000, -10.499000, 4.293000], [-5.020000, -13.078000, 4.755000], [-5.364000, -13.094000, 6.436000], [-4.223000, -12.096000, 5.808000], [-5.980000, -10.582000, 6.211000], [-6.929000, -11.421000, 5.097000], [-5.851000, -9.668000, 4.262000], [-10.281000, -8.786000, 5.828000], [-9.288000, -8.580000, 4.630000], [-10.090000, -8.781000, 3.478000], [-10.853000, -9.681000, 5.788000], [-11.067000, -7.994000, 5.806000], [-9.731000, -8.913000, 6.837000], [-8.551000, -9.416000, 4.683000], [-8.588000, -7.793000, 4.612000], [-9.437000, -8.966000, 2.785000], [-1.196000, -5.717000, 2.323000], [-2.376000, -5.771000, 1.768000], [-0.045000, -5.556000, 1.644000], [-0.864000, -5.971000, 3.546000], [-0.228000, -5.799000, 0.594000], [0.781000, -6.071000, 1.874000], [-1.588000, -6.189000, 4.222000], [0.003000, -5.666000, 4.013000], [-1.769000, -10.311000, 5.283000], [-1.607000, -11.663000, 5.237000], [-2.888000, -9.673000, 4.966000], [-0.771000, -9.591000, 5.502000], [-3.649000, -10.173000, 4.499000], [-2.985000, -8.678000, 4.892000], [0.178000, -10.003000, 5.543000], [-0.749000, -8.590000, 5.722000], [-5.543000, -4.089000, 3.030000], [-6.593000, -3.273000, 3.285000], [-4.795000, -4.147000, 1.982000], [-5.241000, -4.967000, 3.907000], [-5.176000, -3.722000, 1.100000], [-4.181000, -4.905000, 1.833000], [-5.806000, -5.189000, 4.798000], [-4.733000, -5.804000, 3.640000], [-6.033000, -6.949000, 6.312000], [-6.556000, -8.061000, 5.782000], [-6.475000, -5.732000, 5.979000], [-5.065000, -6.909000, 7.196000], [-7.372000, -5.723000, 5.407000], [-6.465000, -4.897000, 6.689000], [-4.560000, -7.820000, 7.512000], [-4.752000, -6.002000, 7.585000], [-9.440000, -4.194000, 4.809000], [-8.987000, -5.491000, 4.587000], [-8.919000, -3.140000, 4.258000], [-10.422000, -3.941000, 5.670000], [-8.017000, -3.173000, 3.735000], [-9.408000, -2.296000, 4.237000], [-10.790000, -4.587000, 6.293000], [-11.054000, -3.195000, 5.409000], [-1.719000, -6.759000, 6.440000], [-2.603000, -6.943000, 5.326000], [-1.916000, -5.731000, 6.822000], [-0.597000, -6.715000, 6.144000], [-1.867000, -7.530000, 7.131000], [-3.427000, -6.843000, 5.707000], [-7.658000, -10.872000, 1.841000], [-8.751000, -10.104000, 1.402000], [-7.668000, -11.724000, 1.181000], [-7.787000, -11.270000, 2.838000], [-6.727000, -10.346000, 1.765000], [-8.784000, -10.086000, 0.462000], [-3.608000, -5.041000, -1.187000], [-4.607000, -6.005000, -1.184000], [-3.868000, -4.096000, -0.756000], [-3.534000, -4.826000, -2.254000], [-2.678000, -5.352000, -0.732000], [-4.249000, -6.850000, -0.932000], [-2.380000, -10.469000, 1.734000], [-2.013000, -9.101000, 1.686000], [-2.816000, -10.938000, 0.763000], [-3.084000, -10.761000, 2.463000], [-1.485000, -11.108000, 1.903000], [-1.266000, -8.948000, 2.311000], [-10.599000, -5.027000, 1.596000], [-9.393000, -5.673000, 1.825000], [-11.460000, -5.615000, 1.956000], [-10.831000, -4.891000, 0.574000], [-10.511000, -4.101000, 2.242000], [-9.323000, -5.506000, 2.745000]],
  "forces_ev_per_angstrom": [[1.7, 0.2, 1.0], [-0.9, -2.2, 0.9], [-1.5, -0.4, 0.4], [-1.0, -1.0, -1.2], [0.2, 0.1, 0.9], [-0.6, 1.2, -0.8], [0.0, 1.0, -1.1], [0.4, 0.8, 0.1], [1.8, -0.1, -0.5], [0.8, 0.0, 1.6], [-1.4, -1.0, -0.8], [-0.3, 0.1, 0.4], [-0.4, -0.2, 0.9], [0.3, -1.7, -0.8], [1.5, 0.7, -0.9], [-0.4, 1.0, -0.4], [0.5, 0.0, 0.0], [-0.5, 1.0, -0.2], [-2.9, 1.0, -1.3], [-0.8, -1.6, 2.7], [0.1, 1.1, -1.8], [0.0, -0.9, -1.3], [-1.0, -0.4, 1.0], [4.6, 1.2, 0.9], [0.3, 0.0, 0.1], [-1.3, -0.4, -0.5], [0.6, -0.1, -0.1], [1.5, 1.6, 1.0], [-1.3, -3.5, 1.1], [0.8, 0.6, -0.2], [-0.2, -1.1, -0.8], [0.8, -0.2, 0.4], [-0.8, 0.9, -1.4], [-0.4, -0.2, 0.1], [-0.3, 1.8, 0.2], [-0.7, 0.0, -0.4], [-3.1, -1.0, -3.4], [4.2, 0.3, 2.2], [0.1, 0.1, -6.5], [-0.4, -0.4, 5.4], [0.4, 1.2, 2.4], [0.1, -0.2, 0.8], [-0.3, 0.2, -0.5], [-0.7, -0.2, -1.2], [-3.3, -8.7, -2.2], [-1.0, 5.6, 0.2], [-1.8, -0.8, -0.3], [7.9, 4.3, 2.0], [0.2, -0.1, 0.7], [0.6, 0.0, -0.1], [-1.4, 0.0, 0.2], [-0.6, -1.1, -0.6], [-5.8, 2.9, 2.3], [4.4, -1.7, -2.0], [-0.4, 2.8, -5.4], [0.5, -2.7, 4.0], [0.6, -0.5, 1.5], [0.9, -0.8, 0.1], [1.1, 1.2, -2.2], [0.3, 0.2, -0.3], [-3.9, -5.1, -2.7], [3.0, 4.8, 2.4], [-3.2, 2.8, 1.6], [4.1, -2.0, 2.8], [0.4, -0.1, 0.6], [0.1, -2.4, -1.7], [-1.6, 2.3, -0.8], [-0.3, -1.2, -0.4], [2.3, -5.7, -0.6], [-1.4, 5.6, 1.4], [1.2, -0.3, -1.5], [-1.4, 1.5, -0.1], [0.0, -0.6, -0.1], [-0.7, 1.4, 0.4], [-0.6, -1.7, 0.6], [0.2, 0.0, 0.4], [1.4, 2.5, -1.3], [3.4, -0.1, -0.4], [0.2, -0.8, 0.4], [-1.9, -0.3, 0.1], [-0.1, -1.0, 1.4], [-3.3, 0.4, 0.8], [-0.4, -0.9, -1.0], [-0.6, 0.7, 1.6], [0.7, -0.7, -0.1], [-0.3, 0.4, 0.4], [0.6, 0.3, 0.0], [0.0, 0.1, -0.9], [0.6, 0.3, -1.8], [-1.3, -0.5, 0.9], [-0.7, 0.4, 0.8], [1.0, 0.4, -0.1], [0.2, -0.2, 0.0], [0.2, -0.3, 0.3], [1.2, -2.2, -2.0], [0.3, 0.3, 0.4], [0.7, 1.7, 1.1], [-0.9, 0.3, 1.2], [-0.4, 0.4, 0.1], [-1.0, -0.4, -0.7], [-0.8, 0.5, 2.0], [0.2, -0.6, -1.8], [0.1, 0.0, 0.3], [0.3, 0.7, -1.2], [-0.9, -0.2, -1.3], [1.2, -0.6, 1.9]]
}

# 2
{
  "formula": "CH4NS",
  "method": "wB97M-V/def2-TZVPD",
  "de_lowest_ev": 0.215,
  "fmax_ev_per_a": 1.1,
  "multiplicity": 1,
  "total_charge": -1,
  "orbital_gap_ev": 7.15,
  "homo_energy_ha": -0.09788,
  "total_energy_ha": -493.4453,
  "species": ["S", "H", "C", "N", "H", "H", "H"],
  "coordinates": [[0.669296, 2.358951, 1.352587], [0.729853, 1.657884, 2.513319], [-0.351187, -0.412479, -0.840152], [-0.339815, -1.658587, -1.110245], [-0.153624, 0.043919, 0.132414], [-0.669022, 0.187599, -1.691980], [0.114499, -2.177289, -0.355942]],
  "forces_ev_per_angstrom": [[0.0, -0.2, 0.3], [0.0, 0.2, -0.3], [-0.6, -0.9, -0.4], [0.9, 0.1, 0.0], [0.4, 0.3, -0.3], [-0.2, 0.6, 0.4], [-0.5, 0.0, 0.3]]
}